{"formula": "C13H24N3OPb2", "method": "ωB97M-V with the def2-TZVPD basis set", "charge": 3, "energy_ev": -30851.6229, "species": ["Pb", "Pb", "C", "O", "H", "H", "H", "C", "C", "C", "C", "N", "H", "H", "H", "H", "H", "H", "H", "C", "C", "C", "C", "N", "H", "H", "H", "H", "H", "H", "H", "C", "C", "C", "C", "N", "H", "H", "H", "H", "H", "H", "H"], "xyz": [[0.44, 1.03, -3.35], [0.84, 4.34, -1.27], [-0.09, 1.26, 0.15], [-0.20, 2.11, -1.00], [0.86, 0.72, 0.20], [0.13, 1.92, 1.00], [-0.87, 0.52, 0.30], [-2.31, 3.04, 4.05], [-2.84, 1.61, 4.09], [-1.73, 0.65, 3.75], [-2.11, -0.81, 3.67], [-2.36, -1.93, 3.61], [-1.70, 3.30, 3.17], [-1.69, 3.19, 4.93], [-3.06, 3.83, 4.04], [-3.65, 1.56, 3.35], [-3.35, 1.45, 5.04], [-0.84, 0.63, 4.38], [-1.33, 0.90, 2.77], [-3.80, -0.81, -0.52], [-3.07, -2.08, -0.14], [-2.36, -2.85, -1.30], [-1.46, -1.94, -1.98], [-0.79, -1.18, -2.52], [-4.83, -0.98, -0.83], [-3.19, -0.36, -1.30], [-3.78, -0.09, 0.30], [-3.62, -2.85, 0.40], [-2.32, -1.86, 0.63], [-3.15, -3.22, -1.95], [-1.75, -3.70, -0.99], [5.33, -0.41, -4.11], [5.83, -0.47, -2.63], [4.76, -0.97, -1.64], [3.37, -0.58, -1.83], [2.30, -0.21, -2.03], [4.30, -0.10, -4.28], [5.50, -1.42, -4.47], [6.04, 0.27, -4.58], [6.19, 0.52, -2.36], [6.72, -1.08, -2.51], [4.98, -0.87, -0.58], [4.67, -2.07, -1.69]], "nbo_charge": [1.67, 1.81, -0.28, -1.05, 0.20, 0.19, 0.23, -0.60, -0.40, -0.48, 0.27, -0.31, 0.16, 0.22, 0.24, 0.21, 0.25, 0.26, 0.20, -0.61, -0.39, -0.55, 0.56, -0.61, 0.25, 0.17, 0.23, 0.26, 0.22, 0.30, 0.30, -0.62, -0.38, -0.56, 0.57, -0.63, 0.17, 0.24, 0.25, 0.22, 0.26, 0.30, 0.30]}

{"formula": "C13H24O8", "method": "ωB97M-V with the def2-TZVPD basis set", "energy_ev": -30250.5952, "smiles": "C[C@@H]1CCC(=O)O1.CCOC(=O)OC.CCOC(=O)OC", "species": ["C", "C", "C", "C", "C", "O", "O", "H", "H", "H", "H", "H", "H", "H", "H", "C", "C", "O", "C", "O", "O", "C", "H", "H", "H", "H", "H", "H", "H", "H", "C", "C", "O", "C", "O", "O", "C", "H", "H", "H", "H", "H", "H", "H", "H"], "xyz": [[1.46, 1.58, 1.17], [2.19, 0.34, 0.66], [1.42, -0.43, -0.45], [0.75, -1.52, 0.38], [1.93, -1.83, 1.26], [2.51, -2.88, 1.46], [2.36, -0.61, 1.73], [1.35, 1.50, 2.25], [2.00, 2.48, 0.93], [0.47, 1.61, 0.74], [3.17, 0.57, 0.26], [2.12, -0.89, -1.13], [0.74, 0.21, -1.00], [0.37, -2.39, -0.14], [0.01, -1.05, 1.02], [0.92, 5.84, -4.66], [-0.03, 5.28, -3.62], [0.67, 4.87, -2.44], [1.00, 5.86, -1.61], [0.73, 7.02, -1.74], [1.66, 5.33, -0.58], [2.11, 6.29, 0.39], [1.72, 5.13, -4.88], [0.38, 6.05, -5.59], [1.37, 6.77, -4.32], [-0.50, 4.37, -3.99], [-0.81, 5.99, -3.36], [1.29, 6.92, 0.72], [2.91, 6.90, -0.03], [2.49, 5.71, 1.23], [-4.42, -7.06, 1.11], [-4.19, -5.58, 0.85], [-3.41, -4.97, 1.89], [-2.10, -5.18, 1.80], [-1.53, -5.79, 0.93], [-1.51, -4.58, 2.83], [-0.09, -4.75, 2.89], [-4.85, -7.21, 2.10], [-5.09, -7.47, 0.36], [-3.48, -7.61, 1.06], [-5.14, -5.05, 0.87], [-3.72, -5.41, -0.11], [0.38, -4.47, 1.95], [0.15, -5.78, 3.14], [0.26, -4.09, 3.68]], "nbo_charge": [-0.64, 0.09, -0.42, -0.52, 0.80, -0.55, -0.52, 0.23, 0.23, 0.21, 0.19, 0.21, 0.22, 0.24, 0.23, -0.64, -0.07, -0.50, 0.98, -0.64, -0.50, -0.26, 0.21, 0.22, 0.23, 0.19, 0.20, 0.20, 0.19, 0.19, -0.64, -0.07, -0.50, 0.98, -0.65, -0.50, -0.26, 0.21, 0.22, 0.23, 0.19, 0.19, 0.21, 0.19, 0.20]}

| no. | Kohn-Sham gap (eV) | highest occupied orbital energy (eV) | F_max (eV/A) |
| --- | --- | --- | --- |
| 1 | 3.75 | -17.5 | 3.24 |
| 2 | 10.98 | -10.4 | 1.76 |